# 1
Molecular formula: C3H7N3
Method: DFT, ωB97M-V/def2-TZVPD

Structure (ORCA input):
```
! wB97M-V def2-TZVPD RIJCOSX def2/J DEFGRID3
* xyz 0 1
N -0.81387 0.42039 0.68922
C -1.19822 0.58576 1.82253
N -1.37072 0.78827 3.00891
H -0.93788 0.98065 -0.31732
H -2.14885 0.42156 3.53190
C 0.23771 0.56546 -2.08759
N -0.63580 1.24951 -1.71608
H 0.91952 0.19390 -2.82493
C 1.19708 -1.02155 -0.54142
H 0.29454 -0.30161 0.09681
H 1.36009 -1.56232 0.39726
H 2.14621 -0.54416 -0.77419
H 0.95018 -1.77585 -1.28511
*
```

Properties
Energy above the lowest of the compared OMol25 structures with the same formula, charge and spin in kcal/mol: 86.5
Gap between HOMO and LUMO in eV: 9.59
SMILES: N=C=N.C#N.C
Energy in Ha: -282.6364
LUMO in Eh: 0.0288
HOMO in eV: -8.804

# 2
Molecular formula: C24H36FN3O5S
Method: DFT, ωB97M-V/def2-TZVPD

Structure (ORCA input):
```
! wB97M-V def2-TZVPD RIJCOSX def2/J DEFGRID3
* xyz 0 1
C 2.85372 4.05589 2.93836
C 1.75937 3.04759 2.61176
C 2.34619 1.72387 2.13171
C 1.26737 0.71325 1.74185
C 1.87908 -0.68182 1.49267
O 3.07434 -0.89766 1.56753
N 0.95545 -1.59591 1.17855
C 1.25600 -2.93990 0.72995
C 0.32249 -3.92719 1.42790
C 0.56616 -5.34882 0.93131
C 0.37504 -5.42467 -0.57992
C 1.32254 -4.45523 -1.27805
C 1.07812 -3.03095 -0.78967
N 0.52864 1.11781 0.54981
C 1.23329 1.04803 -0.71363
C 1.70575 2.43128 -1.23545
C 3.12381 2.38296 -1.81063
C 2.85734 1.87346 -3.22547
C 1.50070 2.50899 -3.55079
O 0.90032 2.88176 -2.31526
C -0.75493 1.49559 0.67521
O -1.31923 1.59989 1.75107
C -1.50290 1.83568 -0.61777
N -1.69264 0.63512 -1.40954
S -2.47651 -0.65367 -0.70123
O -2.63352 -1.62028 -1.74684
O -1.72311 -1.03615 0.45725
C -4.07859 -0.04906 -0.19427
C -5.14974 -0.23980 -1.04681
C -6.39688 0.23958 -0.68758
C -6.52369 0.90382 0.52288
F -7.73199 1.37601 0.87445
C -5.45333 1.09804 1.38070
C -4.20992 0.60946 1.01430
H 2.42212 4.99106 3.28703
H 3.45854 4.26336 2.05781
H 3.50727 3.66754 3.71588
H 1.14742 2.86964 3.49763
H 1.10041 3.45905 1.84337
H 2.94686 1.27472 2.92398
H 3.00947 1.89333 1.28184
H 0.53023 0.63628 2.54838
H -0.01482 -1.31792 1.07558
H 2.29932 -3.14133 0.99674
H 0.47581 -3.87242 2.50733
H -0.70725 -3.63097 1.21465
H 1.58513 -5.65173 1.18384
H -0.12071 -6.03532 1.43021
H 0.55877 -6.44302 -0.92897
H -0.65503 -5.16137 -0.82887
H 1.17617 -4.50315 -2.35893
H 2.35590 -4.73950 -1.06487
H 1.77391 -2.34338 -1.27643
H 0.05993 -2.72210 -1.04109
H 0.58943 0.58486 -1.46488
H 2.10032 0.40444 -0.56135
H 1.60250 3.17170 -0.43672
H 3.53935 3.39100 -1.84465
H 3.79236 1.74254 -1.24148
H 2.78046 0.78629 -3.22648
H 3.62650 2.17086 -3.93397
H 1.61150 3.41936 -4.14985
H 0.83814 1.81945 -4.08486
H -2.46049 2.29020 -0.32727
H -0.92805 2.55184 -1.20859
H -2.06214 0.80696 -2.33207
H -4.99323 -0.77543 -1.96969
H -7.25956 0.10634 -1.32050
H -5.59853 1.61965 2.31295
H -3.34673 0.74018 1.64998
*
```

Properties
Energy above the lowest of the compared OMol25 structures with the same formula, charge and spin in kcal/mol: 0.0
Gap between HOMO and LUMO in eV: 9.30
SMILES: CCC[C@H](C(=O)NC1CCCCC1)N(C[C@H]1CCCO1)C(=O)CNS(=O)(=O)c1ccc(F)cc1
Energy in Ha: -1974.6936
LUMO in Eh: 0.0111
HOMO in eV: -8.994

# 3
Molecular formula: C33H50CoI2N3O5Si4
Method: DFT, ωB97M-V/def2-TZVPD

Structure (ORCA input):
```
! wB97M-V def2-TZVPD RIJCOSX def2/J DEFGRID3
* xyz -1 2
Co -0.37885 -0.12540 0.34556
C -1.50617 0.15725 -3.99189
C -0.08466 0.51114 -3.68665
N 0.66562 0.98954 -4.63938
C 1.94652 1.35216 -4.35460
C 2.46847 1.33532 -3.09628
C 3.84576 1.88121 -2.86160
O 3.83014 3.22469 -2.35043
C 1.67185 0.83428 -2.02732
C 2.15329 0.98654 -0.68956
N 1.60107 0.63103 0.41354
C 2.31578 0.89063 1.61475
C 3.68689 1.19401 1.66374
C 4.33875 1.48817 2.84820
C 3.65402 1.47710 4.05491
C 2.32100 1.10934 4.05252
C 1.68355 0.80555 2.85792
I -0.27290 0.06974 2.98043
C 0.40307 0.30206 -2.34578
O -0.32317 -0.35312 -1.54507
H -1.74685 0.51534 -4.99111
H -2.18305 0.60086 -3.25491
H -1.65768 -0.92566 -3.94683
H 2.54292 1.70207 -5.19060
H 4.39323 1.91984 -3.80102
H 4.40574 1.23102 -2.18377
H 2.99904 3.35671 -1.87996
H 3.08620 1.54273 -0.60980
H 4.27562 1.16087 0.75484
H 5.39848 1.71089 2.82569
H 4.15551 1.71875 4.98383
H 1.76715 1.04493 4.98113
I -0.27810 6.95882 3.48375
C -1.12072 5.27149 2.55957
C -2.49646 5.09389 2.58939
C -3.04395 3.99776 1.93044
C -2.23625 3.08002 1.26755
C -0.86101 3.27876 1.26424
C -0.29146 4.37388 1.90525
C -2.89307 1.91097 0.53205
O -3.99433 2.15218 0.02101
O -2.24558 0.81529 0.49182
H -3.13290 5.79962 3.10778
H -4.11574 3.84104 1.91939
H -0.22218 2.59718 0.71761
H 0.78216 4.51959 1.89136
C -3.18759 4.96935 -1.15188
N -1.76618 4.64050 -1.23316
C -0.77371 5.60878 -0.80777
C -1.40451 3.36696 -1.48764
O -0.26858 2.91172 -1.41846
H -3.28801 5.99764 -0.81419
H -3.70619 4.31315 -0.45182
H -3.67010 4.87995 -2.12721
H -1.03528 6.59372 -1.19621
H 0.19498 5.31168 -1.20152
H -0.70052 5.65978 0.28342
H -2.26424 2.74001 -1.76870
C -1.09920 -3.38768 3.78605
Si -1.70957 -3.43567 1.99304
C -2.01714 -5.28456 1.73834
C -3.38593 -2.57981 1.96058
Si -0.32375 -2.49404 0.33279
Si -1.09330 -3.29646 -1.72133
C -2.78262 -2.54184 -2.05391
C 0.12580 -3.09944 -3.14540
C -1.39982 -5.17080 -1.75551
Si 1.86025 -3.24179 0.69070
C 1.87043 -5.13362 0.59514
C 3.07663 -2.65690 -0.62127
C 2.60621 -2.82340 2.36780
H -1.67331 -4.11280 4.37430
H -1.22408 -2.40726 4.24766
H -0.03892 -3.65224 3.86313
H -2.62473 -5.68238 2.56228
H -1.07496 -5.84423 1.71295
H -2.54556 -5.48791 0.80622
H -3.92947 -2.73450 2.89979
H -4.00380 -2.95664 1.13883
H -3.26797 -1.49965 1.80337
H -2.80921 -1.48597 -1.76444
H -3.53154 -3.07314 -1.45599
H -3.07364 -2.62358 -3.10820
H 0.65694 -2.14313 -3.13649
H -0.38867 -3.18843 -4.10923
H 0.87047 -3.90092 -3.08784
H -2.31480 -5.44862 -1.22912
H -0.57370 -5.73656 -1.31074
H -1.50726 -5.49887 -2.79860
H 1.49791 -5.47473 -0.37665
H 1.22540 -5.56389 1.36937
H 2.88190 -5.54156 0.73185
H 2.80197 -3.03964 -1.61041
H 4.09335 -2.99332 -0.38851
H 3.08539 -1.56363 -0.68787
H 1.95657 -3.14790 3.18750
H 2.77381 -1.74700 2.48585
H 3.57308 -3.32879 2.47742
*
```

Properties
Energy above the lowest of the compared OMol25 structures with the same formula, charge and spin in kcal/mol: 11.7
Gap between HOMO and LUMO (spin up / spin down) in eV: 6.66 / 6.19
Expectation value of S²: 1.140
Energy in Ha: -4964.2529
LUMO (spin up / spin down) in Eh: 0.0672 / 0.0688
HOMO (spin up / spin down) in eV: -4.829 / -4.319

# 4
Molecular formula: C17H14Cl5MgN2S
Method: DFT, ωB97M-V/def2-TZVPD

Structure (ORCA input):
```
! wB97M-V def2-TZVPD RIJCOSX def2/J DEFGRID3
* xyz 1 1
Mg -0.04724 0.13007 -0.90744
N 2.06625 0.62257 -1.00296
C 2.59757 0.61719 0.35738
C 3.92608 0.78341 0.61651
C 4.40987 0.79730 1.94243
C 3.54903 0.65803 2.99098
C 2.16484 0.48272 2.75597
C 1.21852 0.34045 3.79741
C -0.10364 0.17478 3.50214
C -0.49264 0.13355 2.15299
N 0.35874 0.25610 1.15807
C 1.68528 0.44751 1.43238
H 2.18248 1.55098 -1.40394
H 2.61564 -0.00723 -1.58142
H 4.62057 0.91394 -0.20492
H 5.46835 0.92996 2.11734
H 3.91025 0.68035 4.01113
H 1.55789 0.36893 4.82567
H -0.84911 0.07196 4.27697
H -1.53372 -0.00566 1.88281
Cl -3.32442 -1.55944 -1.52216
C -3.20467 0.17456 -1.69474
C -1.97481 0.77609 -1.48833
C -1.97149 2.15692 -1.59080
Cl -0.43471 2.95571 -1.26187
C -3.07792 2.93391 -1.90657
Cl -2.96933 4.64227 -2.01898
C -4.28766 2.27851 -2.13217
Cl -5.68413 3.18115 -2.54344
C -4.35771 0.88773 -2.01972
Cl -5.85156 0.08511 -2.28199
C -0.15626 -3.00253 -2.74382
S 0.59074 -2.36366 -1.22954
C -0.31491 -3.29213 0.02389
H 0.01739 -4.07488 -2.79318
H 0.34645 -2.52425 -3.58208
H -1.21891 -2.77678 -2.77080
H -1.37682 -3.06151 -0.02105
H 0.09061 -3.00933 0.99356
H -0.14486 -4.35434 -0.13572
*
```

Properties
Gap between HOMO and LUMO in eV: 7.69
Energy in Ha: -3664.8648
LUMO in Eh: -0.1353
HOMO in eV: -11.372

# 5
Molecular formula: C2H8S3
Method: DFT, ωB97M-V/def2-TZVPD

Structure (ORCA input):
```
! wB97M-V def2-TZVPD RIJCOSX def2/J DEFGRID3
* xyz 0 1
C 0.89865 -1.71781 -0.89452
S 0.92491 -0.05957 -0.14734
S 3.00075 0.11257 0.00380
H 1.75547 -1.84829 -1.55000
H 0.02146 -1.81155 -1.54030
H 0.81286 -2.46269 -0.10443
H 3.06010 1.39200 -0.32394
C -1.98836 1.39874 0.64960
S -3.27564 0.10205 0.33063
H -1.32690 1.03477 1.41556
H -1.54176 1.61958 -0.29954
H -2.59584 2.22162 1.01297
H -2.52416 -0.97731 0.60071
*
```

Properties
Energy above the lowest of the compared OMol25 structures with the same formula, charge and spin in kcal/mol: 10.6
Gap between HOMO and LUMO in eV: 9.01
SMILES: CSS.CS
Energy in Ha: -1275.5299
LUMO in Eh: 0.0158
HOMO in eV: -8.582

# 6
Molecular formula: C6H9N4
Method: DFT, ωB97M-V/def2-TZVPD

Structure (ORCA input):
```
! wB97M-V def2-TZVPD RIJCOSX def2/J DEFGRID3
* xyz 1 1
C -1.10977 1.52287 -0.05834
C -2.98352 -0.00415 -0.04446
C 0.29206 -1.06245 -0.00648
C 2.01228 0.12491 -1.19047
C 1.88835 0.15340 1.15282
C -2.26116 0.97322 0.50717
N -0.16922 2.02239 -0.50082
N -3.15023 -1.17006 -0.42480
N 1.36041 -0.41979 -0.06235
N -0.56385 -1.80771 0.33944
H 3.14847 -0.13250 -1.09046
H 1.57579 -0.31180 -2.09479
H 2.08063 1.30497 -1.23575
H 1.68247 1.18270 1.17114
H 1.43246 -0.39083 1.96469
H 2.89263 -0.12913 1.10581
H -2.78586 1.64667 1.25216
H -3.82916 -1.78887 -0.95493
H -1.51280 -1.71384 0.17044
*
```

Properties
Energy above the lowest of the compared OMol25 structures with the same formula, charge and spin in kcal/mol: 119.7
Gap between HOMO and LUMO in eV: 9.30
Energy in Ha: -452.6577
LUMO in Eh: -0.1535
HOMO in eV: -13.482

# 7
Molecular formula: C11H21BiCoI2NO3S2
Method: DFT, ωB97M-V/def2-TZVPD

Structure (ORCA input):
```
! wB97M-V def2-TZVPD RIJCOSX def2/J DEFGRID3
* xyz 4 5
I -0.15611 -2.78814 2.41967
I -0.26166 -1.67309 -3.51851
Co -0.01994 0.16536 -2.08505
Bi 0.11508 -0.21111 1.30998
S 1.50987 -1.17641 -0.70272
S -1.70086 -0.65065 -0.60176
C 2.18471 0.42395 3.16675
C 3.35552 -0.79733 -0.52775
C -3.34107 0.27177 -0.25683
C 3.98778 -0.98427 -1.90343
C 3.50515 0.61565 0.01544
C 3.87680 -1.85729 0.44714
C -4.13051 0.34463 -1.55344
C -2.96198 1.63035 0.29799
C -4.06457 -0.58809 0.77285
C 1.35659 1.04635 -2.64323
C -1.04890 1.47270 -2.52378
O 2.65214 0.27895 4.21349
O 2.20811 1.74714 -2.99700
O -1.65945 2.39840 -2.82735
H 3.63442 -0.22881 -2.60978
H 3.76114 -1.98085 -2.28572
H 5.08634 -0.89327 -1.84235
H 3.09585 1.34624 -0.69079
H 4.56859 0.84235 0.18097
H 2.99843 0.72320 0.98510
H 3.40629 -1.77481 1.44316
H 4.96941 -1.75540 0.58649
H 3.67441 -2.86534 0.05150
H -5.13017 0.77373 -1.37175
H -4.28205 -0.65957 -1.97127
H -3.63648 0.97453 -2.30067
H -3.85248 2.15676 0.67560
H -2.48767 2.25578 -0.47412
H -2.26499 1.52900 1.14466
H -5.02185 -0.13317 1.06430
H -3.47249 -0.71949 1.69188
H -4.28475 -1.58330 0.35460
N -1.39910 0.60177 3.47351
H -0.83469 0.95967 4.28084
H -1.65638 -0.37023 3.69605
H -2.27847 1.13233 3.41530
*
```

Properties
Energy above the lowest of the compared OMol25 structures with the same formula, charge and spin in kcal/mol: 0.0
Gap between HOMO and LUMO (spin up / spin down) in eV: 7.60 / 4.96
Expectation value of S²: 6.035
Energy in Ha: -3699.5846
LUMO (spin up / spin down) in Eh: -0.5527 / -0.6523
HOMO (spin up / spin down) in eV: -22.642 / -22.714

# 8
Molecular formula: C24H54ClN3O4
Method: DFT, ωB97M-V/def2-TZVPD

Structure (ORCA input):
```
! wB97M-V def2-TZVPD RIJCOSX def2/J DEFGRID3
* xyz 3 2
Cl -0.95380 -2.22077 -1.36506
O 0.31566 -2.15879 -2.01985
O -2.04184 -2.33104 -2.26962
O -0.91403 -3.46733 -0.62529
O -1.08523 -1.13870 -0.48012
C -0.67297 -1.82561 5.30303
C -0.43858 -2.66537 4.07436
C 0.91685 -3.55304 4.23072
N 1.55923 -3.91935 2.82722
C 0.77673 -5.11343 2.20958
C 3.01327 -4.37961 2.98320
C 3.62325 -4.05811 1.56076
C 2.62961 -3.26257 0.73279
C 1.67821 -2.72320 1.80311
H -0.63468 -2.45569 6.19166
H -1.58382 -1.23716 5.19265
H 0.16614 -1.13443 5.38222
H -0.43496 -1.96350 3.24042
H -1.29644 -3.32148 3.92709
H 0.88881 -4.36857 4.95336
H 1.63300 -2.91088 4.74341
H -0.25662 -4.79596 2.06997
H 0.89141 -5.96946 2.87454
H 1.20490 -5.26283 1.21839
H 3.11063 -5.37829 3.40897
H 3.47721 -3.62211 3.61490
H 3.80378 -4.95475 0.96787
H 4.59563 -3.56559 1.56192
H 2.05652 -3.83925 0.00679
H 3.17700 -2.54363 0.12321
H 0.69591 -2.46795 1.40559
H 2.07471 -1.91524 2.41800
C 1.18599 0.93638 1.60812
C 2.14891 0.63717 0.41848
C 2.16237 1.83744 -0.58165
N 2.93367 1.58923 -1.93998
C 4.30959 0.99647 -1.75660
C 2.05257 0.75808 -2.89432
C 1.41709 1.63677 -3.97410
C 1.76676 3.00915 -3.52200
C 3.00781 2.95533 -2.69007
H 0.14346 1.06185 1.31571
H 1.48425 1.79011 2.21660
H 1.27877 0.20464 2.41066
H 1.93744 -0.24560 -0.18492
H 3.12268 0.30703 0.78025
H 2.61488 2.70658 -0.10423
H 1.14934 2.05265 -0.92160
H 3.89420 0.05404 -1.39972
H 4.82406 1.48015 -0.92625
H 4.86612 0.91088 -2.68990
H 2.71200 0.09243 -3.45125
H 1.46411 0.10923 -2.24564
H 1.81445 1.43799 -4.96944
H 0.33564 1.50051 -3.97017
H 1.87280 3.63503 -4.40807
H 0.89265 3.31769 -2.94856
H 3.94591 2.97554 -3.24476
H 3.01151 3.79706 -1.99756
C -2.13073 2.57765 1.97784
C -3.23711 2.95205 0.91189
C -2.78136 2.46693 -0.44173
N -3.66672 2.76800 -1.68703
C -4.14540 4.21476 -1.73394
C -4.86536 1.80351 -1.61757
C -4.42097 0.48341 -2.24052
C -3.57336 0.95337 -3.48569
C -2.88191 2.25216 -2.95065
H -2.09212 1.48865 2.00423
H -2.33789 2.95939 2.97757
H -1.17133 3.06405 1.80162
H -3.31903 4.03190 0.78824
H -4.19490 2.69043 1.36166
H -2.68515 1.38403 -0.36325
H -1.79439 2.85807 -0.68878
H -3.36873 4.95317 -1.53487
H -4.91350 4.44581 -0.99587
H -4.53038 4.39082 -2.73838
H -5.76184 2.23328 -2.06446
H -5.19044 1.76638 -0.57783
H -5.27023 -0.05945 -2.65542
H -3.88474 -0.19363 -1.57557
H -4.31708 1.11920 -4.26510
H -2.85332 0.22491 -3.85845
H -3.13423 2.99555 -3.70682
H -1.80229 2.15547 -2.83594
*
```

Properties
Gap between HOMO and LUMO (spin up / spin down) in eV: 12.06 / 5.76
Expectation value of S²: 0.763
Energy in Ha: -1870.8996
LUMO (spin up / spin down) in Eh: -0.2440 / -0.4753
HOMO (spin up / spin down) in eV: -18.695 / -18.695

> energy of number 3 (C33H50CoI2N3O5Si4)?

-4964.2529 Ha